Record 1
The following is a DFT calculation (wB97M-V/def2-TZVPD) of an isolated molecule of C6H9N.

Structure (ORCA input):
```
! RIJCOSX wB97M-V def2-TZVPD def2/J DEFGRID3
* xyz 0 1
C 2.7629 0.5352 0.2075
C 1.9152 -0.6298 0.0314
C 0.9524 -1.2962 -0.2455
C -0.4465 -1.1864 -0.6687
N -1.2472 -0.7051 0.4475
C -2.4222 0.0450 0.0640
C -1.2443 0.7309 0.6559
H 2.7265 1.1069 -0.7273
H 3.7964 0.3176 0.4592
H 2.3120 1.1543 0.9895
H -0.4035 -0.4392 -1.4859
H -0.8921 -2.0958 -1.0661
H -3.3112 -0.1501 0.6567
H -2.5955 0.1954 -1.0025
H -0.6416 1.3557 -0.0082
H -1.2612 1.0617 1.6925
*
```

Results
Calculated total energy in eV: -7854.2860
E_HOMO in eV: -9.206
Molecular weight in g mol⁻¹: 95.14
SMILES: CC#CCN1CC1
Energy relative to the best compared isomer or geometry (same formula, charge and spin) in kcal/mol: 89.3
LUMO energy in eV: 1.042



Record 2
The following is a DFT calculation (wB97M-V/def2-TZVPD) of a structure of composition C19H22MnN2Se at a distorted geometry.

Structure (ORCA input):
```
! RIJCOSX wB97M-V def2-TZVPD def2/J DEFGRID3
* xyz 0 6
C 0.8189 -0.4032 2.2545
C -1.3141 1.6693 -1.7653
H 0.2018 -1.0521 1.6264
H 0.6603 -0.6010 3.3150
H 1.8779 -0.5182 1.9991
H -0.5494 1.9559 -2.5029
H -2.0340 0.9621 -2.2070
H -1.8387 2.5627 -1.3903
C -1.0831 -2.1679 -0.5931
C -0.7876 -3.4831 -0.9531
C 0.4611 -3.7771 -1.5066
C 1.3789 -2.7458 -1.7002
H -2.0414 -1.8753 -0.1656
H -1.5418 -4.2484 -0.7882
H 0.7191 -4.7954 -1.7887
H 2.3608 -2.9168 -2.1361
N -0.1821 -1.1729 -0.7635
C 1.0421 -1.4364 -1.3291
C 1.9315 -0.2869 -1.4945
N 1.4315 0.9187 -1.0757
C 2.1491 2.0546 -1.2278
C 3.9713 0.8080 -2.1910
C 3.4261 2.0310 -1.7847
H 1.6708 2.9746 -0.8842
H 3.9697 2.9671 -1.8898
C 3.2191 -0.3552 -2.0459
H 3.5888 -1.3311 -2.3531
H 4.9691 0.7616 -2.6215
Mn -0.4830 0.8153 -0.2583
C -2.2572 0.6352 0.5119
H -2.8652 0.0822 -0.2184
H -2.6560 1.6501 0.6394
H -2.2583 0.1174 1.4791
Se 0.4187 1.4879 1.9027
C -0.7485 1.7960 3.4512
C -1.9230 2.5458 3.3108
C -2.7497 2.7569 4.4210
C -2.3832 2.2585 5.6779
C -1.1918 1.5353 5.8209
C -0.3708 1.3114 4.7110
H -2.1971 2.9564 2.3374
H -3.6792 3.3161 4.2997
H -3.0233 2.4361 6.5439
H -0.8967 1.1460 6.7963
H 0.5637 0.7607 4.8204
*
```

Results
Calculated total energy in eV: -119704.1498
E_HOMO (alpha / beta) in eV: -4.763 / -8.392
Molecular weight in g mol⁻¹: 412.30
Energy relative to the best compared isomer or geometry (same formula, charge and spin) in kcal/mol: 0.0
Expectation value of S²: 8.851
LUMO energy (alpha / beta) in eV: 0.531 / 0.159



Record 3
The following is a DFT calculation (wB97M-V/def2-TZVPD) of a cluster of 2 separate species, C5H12NO in total at a distorted geometry.

Structure (ORCA input):
```
! RIJCOSX wB97M-V def2-TZVPD def2/J DEFGRID3
* xyz 1 1
C 0.9561 -1.1766 -2.5686
C 0.0717 -0.8139 -1.4301
C -1.2024 -0.4800 -1.5691
N -1.9630 -0.0648 -0.3688
H 0.4194 -1.2697 -3.5121
H 1.6957 -0.3843 -2.7026
H 1.4728 -2.1145 -2.3709
H 0.5582 -0.8313 -0.4633
H -1.7477 -0.4406 -2.4976
H -1.3631 0.2012 0.4647
H -2.5364 0.7578 -0.5825
H -2.6123 -0.8008 -0.0934
O -0.4199 0.6208 1.7768
C 0.6141 0.7335 2.4040
C 1.9303 1.0909 1.8001
H 0.5979 0.6244 3.4978
H 1.8199 1.2738 0.7333
H 2.6420 0.2763 1.9612
H 2.3551 1.9696 2.2867
*
```

Results
Calculated total energy in eV: -8910.1306
E_HOMO in eV: -14.376
Molecular weight in g mol⁻¹: 102.16
Energy relative to the best compared isomer or geometry (same formula, charge and spin) in kcal/mol: 11.5
LUMO energy in eV: -2.975



Record 4
The following is a DFT calculation (wB97M-V/def2-TZVPD) of a cluster of 8 separate species, C32H48O7S3 in total at a distorted geometry.

Structure (ORCA input):
```
! RIJCOSX wB97M-V def2-TZVPD def2/J DEFGRID3
* xyz 0 1
C -2.6154 9.4172 1.8606
S -1.2396 8.8484 2.9834
O -1.3365 9.7453 4.2227
C -1.9853 7.2535 3.5412
H -3.6336 9.2941 2.2294
H -2.5532 8.8377 0.9395
H -2.3206 10.4576 1.7241
H -2.6764 7.4396 4.3633
H -1.1297 6.6751 3.8899
H -2.4454 6.6833 2.7342
C 0.3257 -5.2880 7.0798
S 0.7872 -3.8176 6.0088
O 1.7817 -4.3650 5.0347
C -0.8543 -3.5456 5.0687
H 1.0164 -5.2936 7.9230
H 0.5117 -6.2459 6.5941
H -0.7043 -5.1924 7.4237
H -0.6337 -2.9496 4.1831
H -1.5558 -2.9739 5.6763
H -1.4843 -4.3635 4.7189
C -4.5399 -5.3694 -2.4727
S -5.2892 -4.2233 -1.2896
O -4.1417 -3.6959 -0.4015
C -5.6789 -2.8560 -2.4370
H -3.4624 -5.2548 -2.3545
H -4.7058 -5.1552 -3.5285
H -4.9158 -6.3824 -2.3289
H -6.5307 -3.0717 -3.0821
H -4.8585 -2.4981 -3.0591
H -6.0016 -2.0873 -1.7348
C 4.9423 3.6137 -3.2496
C 5.4556 4.5603 -4.2348
C 6.2619 5.5693 -3.8189
C 6.6981 5.8072 -2.5199
C 6.1895 4.9497 -1.6205
C 5.3078 3.9194 -1.9285
H 4.2580 2.8121 -3.4853
H 5.0149 4.4686 -5.2165
H 6.6858 6.3134 -4.4770
H 7.3301 6.6047 -2.1579
H 6.4055 5.0320 -0.5655
H 4.9790 3.1600 -1.2344
C 2.6196 -4.2249 -6.8979
C 3.0086 -3.6254 -5.6925
C 2.0119 -3.6286 -4.7071
C 0.6927 -3.9735 -4.8754
C 0.3308 -4.5201 -6.0878
C 1.3365 -4.6564 -7.0894
H 3.3692 -4.2341 -7.6754
H 3.9481 -3.1019 -5.5938
H 2.2436 -3.2123 -3.7379
H 0.0592 -3.8242 -4.0136
H -0.7169 -4.7753 -6.1484
H 1.0512 -5.0181 -8.0663
C -7.6092 3.6011 3.2724
C -6.5449 2.8354 3.7332
C -6.6935 1.4830 3.4653
C -7.8463 0.8503 2.9680
C -8.8404 1.6225 2.5625
C -8.7097 3.0070 2.6887
H -7.5792 4.6797 3.3192
H -5.5776 3.2753 3.9258
H -5.8546 0.8613 3.7411
H -7.8374 -0.2277 3.0325
H -9.7081 1.1684 2.1072
H -9.4939 3.6631 2.3410
O 8.4503 -2.9245 -1.7987
C 7.6569 -3.0334 -0.8339
O 7.2266 -1.9197 -0.2601
C 6.6213 -2.2549 0.9800
C 5.9040 -3.5136 0.6262
C 7.0489 -4.2939 -0.1333
H 5.8894 -1.5639 1.3984
H 7.3427 -2.3323 1.7934
H 4.9526 -3.2730 0.1518
H 5.6891 -4.0565 1.5466
H 6.7196 -4.8442 -1.0148
H 7.6584 -4.8898 0.5460
O -1.1915 1.9453 2.1351
C -0.8009 1.1973 1.1453
O 0.2706 0.3230 1.2583
C 0.5477 -0.4618 0.0980
C -0.4190 -0.1264 -0.8824
C -1.3078 1.0404 -0.3019
H 0.5879 -1.4946 0.4443
H 1.4890 -0.2271 -0.3989
H -1.0704 -0.9820 -1.0603
H 0.0592 0.1601 -1.8191
H -2.3670 0.8563 -0.1221
H -1.2764 1.8120 -1.0711
*
```

Results
Calculated total energy in eV: -80793.7012
E_HOMO in eV: -8.922
Molecular weight in g mol⁻¹: 640.93
LUMO energy in eV: 0.036



Record 5
The following is a DFT calculation (wB97M-V/def2-TZVPD) of a cluster of 3 separate species, C2H11N2O2 in total at a distorted geometry.

Structure (ORCA input):
```
! RIJCOSX wB97M-V def2-TZVPD def2/J DEFGRID3
* xyz 1 1
C 0.9144 2.8619 -0.6658
N 0.8478 1.4233 -0.4766
C 1.8159 0.5697 -0.2479
N 1.7484 -0.6895 -0.6459
H 1.8670 3.2829 -0.3591
H 0.7300 3.0743 -1.7100
H 0.1574 3.3637 -0.0647
H -0.1004 1.0549 -0.4567
H 2.7719 0.9906 0.0535
H 0.7721 -0.9961 -0.7233
H 2.5016 -1.3406 -0.4701
H -3.2710 -3.5951 3.1226
H -3.7419 -2.4936 2.1129
O -2.9856 -2.9926 2.4286
H -1.1822 -2.0467 -0.0849
H -1.8005 -1.2234 -1.2057
O -1.0447 -1.2437 -0.6069
*
```

Results
Calculated total energy in eV: -9321.6090
E_HOMO in eV: -14.177
Molecular weight in g mol⁻¹: 95.12
Energy relative to the best compared isomer or geometry (same formula, charge and spin) in kcal/mol: 16.1
LUMO energy in eV: -3.427



Record 6
The following is a DFT calculation (wB97M-V/def2-TZVPD) of a structure of composition C16H33N3NbORbSi at a distorted geometry.

Structure (ORCA input):
```
! RIJCOSX wB97M-V def2-TZVPD def2/J DEFGRID3
* xyz 2 1
N -1.8394 -0.4193 -0.3151
C -2.8926 -0.9193 0.0331
O -3.9001 -1.4515 0.3281
Rb -1.6917 2.4304 2.3813
Nb 0.1110 -0.0304 -0.3231
N 0.1996 1.7082 -1.2223
N 0.8388 -1.5180 -1.4041
C -0.3888 2.4980 -2.3033
C 0.2341 -2.5195 -2.2902
C -0.0568 3.9809 -2.1264
C 0.2072 2.0558 -3.6421
C -1.9015 2.3105 -2.2866
C -0.4371 -3.5786 -1.4149
C 1.2824 -3.1900 -3.1845
C -0.8084 -1.8511 -3.1759
H -0.3593 4.3451 -1.1376
H -0.5985 4.5591 -2.8867
H 1.0136 4.1696 -2.2681
H 1.2961 2.2038 -3.6457
H -0.2368 2.6547 -4.4513
H -0.0014 0.9976 -3.8444
H -2.1959 1.2543 -2.3209
H -2.3358 2.8151 -3.1620
H -2.3388 2.7563 -1.3801
H 0.2958 -4.0510 -0.7475
H -0.9046 -4.3478 -2.0464
H -1.2198 -3.1298 -0.7896
H 1.9811 -3.8159 -2.6157
H 1.8525 -2.4498 -3.7585
H 0.7714 -3.8456 -3.9057
H -1.2728 -2.6159 -3.8135
H -0.3464 -1.1011 -3.8305
H -1.5977 -1.3740 -2.5860
C 1.6167 1.9736 -0.8667
H 1.9893 1.1931 -0.1523
H 2.2600 1.9894 -1.7589
H 1.7199 2.9406 -0.3502
C 2.1667 -1.7971 -0.8246
H 2.3711 -1.0850 -0.0022
H 2.2227 -2.8204 -0.4212
H 2.9656 -1.6735 -1.5743
C 1.5202 -0.8327 5.4500
Si -0.0124 0.0448 4.8676
C -1.5311 -0.8804 5.4181
C -0.0683 1.8167 5.4494
C 0.0719 0.1584 3.0191
C 0.1852 0.1613 1.7711
H 1.5522 -0.8561 6.5464
H 2.4200 -0.3237 5.0810
H 1.5513 -1.8650 5.0773
H -1.5661 -0.9054 6.5161
H -2.4607 -0.4176 5.0600
H -1.5193 -1.9173 5.0572
H 0.8089 2.3657 5.0828
H -0.9743 2.3651 5.1451
H -0.0492 1.8347 6.5452
*
```

Results
Calculated total energy in eV: -33715.2393
E_HOMO in eV: -15.057
Molecular weight in g mol⁻¹: 489.92
LUMO energy in eV: -7.971



Record 7
The following is a DFT calculation (wB97M-V/def2-TZVPD) of a cluster of 2 separate species, C2H5N4O in total at a distorted geometry.

Structure (ORCA input):
```
! RIJCOSX wB97M-V def2-TZVPD def2/J DEFGRID3
* xyz 1 3
C -3.8644 0.0831 0.0131
C -0.0170 -0.2604 0.1712
N -4.6828 0.7710 -0.3464
N 0.9459 0.5831 0.5147
N -0.0219 -0.9386 -0.9619
N -1.0622 -0.4706 1.0122
O -2.0471 -1.2102 0.6700
H 1.7427 0.7281 -0.0858
H 0.9188 1.1065 1.3752
H 0.7215 -0.8828 -1.6379
H -0.7930 -1.5799 -1.1197
H -1.0789 -0.0476 1.9423
*
```

Results
Calculated total energy in eV: -10150.0986
E_HOMO (alpha / beta) in eV: -15.063 / -15.918
Molecular weight in g mol⁻¹: 101.09
Energy relative to the best compared isomer or geometry (same formula, charge and spin) in kcal/mol: 0.0
Expectation value of S²: 2.014
LUMO energy (alpha / beta) in eV: -3.716 / -7.852



Record 8
The following is a DFT calculation (wB97M-V/def2-TZVPD) of an isolated molecule of C10H11NO at a distorted geometry.

Structure (ORCA input):
```
! RIJCOSX wB97M-V def2-TZVPD def2/J DEFGRID3
* xyz 0 1
C 1.2246 -0.3702 -2.8212
C 2.2643 0.2817 -2.1612
C 0.2473 -0.7603 -1.9633
C 1.7515 0.4844 -0.8559
C 0.7783 0.9965 1.1128
C 1.9006 1.1848 0.3892
C -0.0868 0.0701 0.3915
C -1.3241 -0.4135 0.8117
C -2.2851 -1.2860 0.0588
C -1.9010 0.1115 2.1627
N 0.5828 -0.1793 -0.7919
O 3.0081 1.8195 0.7787
H 1.3599 -0.6692 -3.8379
H 3.1696 0.5601 -2.5481
H -0.7356 -1.0571 -2.2631
H 0.6058 1.2778 2.1898
H -1.8793 -2.1476 -0.3666
H -2.9520 -1.7124 0.7881
H -2.9435 -0.6872 -0.4626
H -1.8064 -0.6269 3.0771
H -1.3182 0.9725 2.5693
H -2.9186 0.4336 2.0080
H 3.2578 1.7170 1.7341
*
```

Results
Calculated total energy in eV: -14083.6764
E_HOMO in eV: -7.243
Molecular weight in g mol⁻¹: 161.20
SMILES: CC(C)=c1cc(O)c2cccn12
Energy relative to the best compared isomer or geometry (same formula, charge and spin) in kcal/mol: 67.2
LUMO energy in eV: 0.424



> Number 2 is which compound?

C19H22MnN2Se